{"formula": "C4H11N3", "method": "wB97M-V/def2-TZVPD", "symbols": ["N", "C", "N", "C", "C", "C", "N", "H", "H", "H", "H", "H", "H", "H", "H", "H", "H", "H"], "xyz": [[0.776894, -0.205656, 1.858214], [1.485634, -0.793433, 0.844157], [1.435683, -0.489903, -0.407230], [0.288269, -1.052694, -0.980424], [-0.481387, 0.279893, -1.679760], [-0.908932, 1.243126, -0.473851], [-1.915161, 0.862151, 0.601525], [-0.169643, -0.195207, 1.562572], [1.038243, -0.352172, 2.847735], [1.987304, -1.642463, 1.231336], [0.507181, -1.684335, -1.874630], [-0.313848, -1.664280, -0.396935], [-1.367863, -0.090376, -2.262445], [0.250005, 0.656629, -2.418127], [-1.366182, 2.095248, -1.061751], [-0.025522, 1.234750, 0.074951], [-2.969820, 0.796185, 0.300488], [-1.953274, 1.618533, 1.368500]], "atomic_forces_ev_per_a": [[1.2, -0.3, 0.2], [0.4, 1.1, 0.2], [0.8, -1.3, 2.8], [-1.0, 3.1, -5.8], [-1.7, -3.4, 2.1], [-2.8, 0.0, -2.8], [-2.2, 0.2, 0.2], [-1.7, 1.1, 0.4], [-0.6, -0.4, -1.1], [2.1, -0.8, 0.5], [0.2, 0.2, 0.4], [-1.4, -0.7, 1.5], [0.5, 0.4, 0.4], [-0.3, 0.4, 0.9], [1.4, 0.1, 1.2], [1.8, 1.7, 0.6], [2.9, 0.1, 0.3], [0.5, -1.4, -1.9]], "smiles": "N/C=N\\CCCN", "lumo_ha": 0.032, "mol_weight_g_mol": 101.15, "relative_energy_kcal_mol": 115.6, "e_homo_ev": -7.246, "spin_multiplicity": 1, "charge": 0}

***

{"formula": "C4H9NO2", "method": "wB97M-V/def2-TZVPD", "symbols": ["C", "C", "C", "O", "C", "N", "O", "H", "H", "H", "H", "H", "H", "H", "H", "H"], "xyz": [[1.449461, -0.240868, 2.199847], [0.958298, -0.614441, 0.803559], [-0.329510, 0.102182, 0.443477], [-0.718771, -0.309014, -0.873261], [-1.267376, 0.641809, -1.662136], [-1.574158, 0.107511, -2.882883], [-1.477024, 1.788541, -1.332764], [0.708255, -0.500733, 2.964501], [2.378303, -0.767487, 2.441276], [1.644782, 0.835465, 2.271190], [1.717349, -0.362653, 0.056076], [0.792717, -1.695057, 0.732808], [-1.137653, -0.161805, 1.136675], [-0.202403, 1.187782, 0.459204], [-1.789521, 0.759024, -3.619478], [-1.152748, -0.770255, -3.138091]], "atomic_forces_ev_per_a": [[0.0, 0.0, 0.0], [0.0, -0.1, 0.0], [0.1, 0.1, 0.2], [0.0, 0.1, -0.1], [-0.1, 0.2, 0.0], [0.1, 0.1, 0.0], [0.1, -0.4, -0.1], [0.1, 0.0, -0.1], [-0.2, 0.1, 0.0], [0.0, -0.2, 0.0], [-0.1, 0.0, 0.1], [0.0, 0.1, 0.0], [0.1, 0.0, -0.1], [0.0, -0.1, 0.0], [0.0, 0.0, 0.1], [-0.1, 0.1, 0.0]], "smiles": "CCCOC(N)=O", "lumo_ha": 0.034, "mol_weight_g_mol": 103.12, "relative_energy_kcal_mol": 3.9, "e_homo_ev": -10.413, "spin_multiplicity": 1, "charge": 0}

***

{"formula": "C21H26N2O5", "method": "wB97M-V/def2-TZVPD", "symbols": ["C", "C", "C", "O", "C", "C", "O", "N", "C", "C", "N", "C", "C", "O", "C", "C", "C", "C", "C", "C", "C", "C", "O", "O", "C", "C", "C", "C", "H", "H", "H", "H", "H", "H", "H", "H", "H", "H", "H", "H", "H", "H", "H", "H", "H", "H", "H", "H", "H", "H", "H", "H", "H", "H"], "xyz": [[0.307434, 2.636259, -2.697877], [-0.565060, 1.783025, -1.830461], [-1.380885, 0.781366, -2.359864], [-1.310928, 0.593234, -3.716015], [-1.666013, -0.681604, -4.214599], [-0.885424, -1.791438, -3.492152], [-1.394851, -2.832243, -3.142120], [0.409608, -1.468140, -3.299450], [1.250411, -2.159988, -2.351752], [1.391710, -1.322204, -1.069078], [2.067872, -2.074430, -0.030023], [2.853342, -1.268990, 0.892172], [1.975445, -0.498421, 1.884781], [1.145522, -1.376860, 2.616297], [0.340990, -2.158334, 1.756699], [1.183162, -2.939342, 0.738645], [-2.196987, 0.015414, -1.520907], [-2.191250, 0.225779, -0.162465], [-1.359305, 1.193685, 0.406950], [-1.217091, 1.437925, 1.807880], [-0.351398, 2.377896, 2.259025], [0.452321, 3.182902, 1.370939], [1.247117, 4.034210, 1.685648], [0.288388, 2.920659, 0.028061], [-0.555757, 1.973735, -0.445785], [-0.339353, 2.451162, 3.754118], [-1.050276, 1.148865, 4.159292], [-1.914063, 0.759682, 2.947023], [0.281642, 2.287664, -3.725500], [-0.039387, 3.667798, -2.667884], [1.330115, 2.628695, -2.324744], [-2.740273, -0.877778, -4.131505], [-1.396472, -0.664101, -5.274231], [0.712329, -0.547367, -3.584178], [0.768588, -3.114578, -2.136468], [2.233148, -2.348810, -2.788403], [1.983125, -0.431224, -1.297620], [0.385677, -0.985753, -0.774509], [3.481059, -0.577113, 0.328862], [3.499477, -1.954557, 1.448571], [2.584888, 0.026600, 2.621654], [1.358269, 0.235584, 1.343812], [-0.212098, -2.843026, 2.401796], [-0.374052, -1.509099, 1.227618], [0.526231, -3.484307, 0.060818], [1.814274, -3.656845, 1.270473], [-2.830986, -0.754572, -1.928168], [-2.825145, -0.369043, 0.476296], [0.672756, 2.526807, 4.148837], [-0.890558, 3.335685, 4.084548], [-1.640026, 1.263986, 5.066156], [-0.306766, 0.368522, 4.325927], [-1.979376, -0.320152, 2.819583], [-2.931124, 1.153180, 3.033280]], "atomic_forces_ev_per_a": [[0.0, -0.1, 0.0], [0.0, 0.1, 0.0], [0.1, 0.2, 0.5], [0.0, 0.3, 0.1], [-0.2, -0.3, 0.0], [0.0, 0.4, -0.3], [-0.3, -0.3, 0.1], [0.4, 0.2, -0.1], [0.1, 0.0, 0.3], [-0.1, -0.2, -0.2], [0.2, 0.0, -0.1], [-0.2, 0.1, 0.3], [0.3, 0.1, -0.2], [0.0, -0.1, 0.1], [-0.1, -0.2, -0.3], [-0.1, 0.1, 0.2], [-0.1, -0.1, -0.3], [0.3, 0.3, 0.1], [0.2, 0.2, -0.4], [0.5, 0.5, 0.3], [-0.5, -0.6, 0.0], [0.3, 0.4, 0.3], [-0.3, -0.3, -0.1], [0.1, 0.1, -0.2], [-0.6, -0.8, -0.2], [0.1, 0.1, 0.0], [0.0, 0.0, 0.0], [0.0, 0.0, 0.1], [0.1, 0.0, 0.0], [0.0, 0.1, 0.0], [0.1, 0.1, 0.0], [0.2, 0.0, 0.1], [-0.1, 0.0, 0.1], [-0.2, -0.1, 0.0], [0.1, 0.0, 0.0], [0.0, -0.1, 0.1], [0.0, 0.1, 0.0], [0.1, 0.1, 0.0], [0.0, 0.0, 0.0], [0.1, 0.1, 0.0], [0.0, 0.1, -0.1], [0.0, 0.0, 0.0], [-0.1, 0.0, -0.1], [0.0, 0.0, 0.1], [0.0, -0.1, 0.0], [-0.1, -0.1, 0.0], [-0.1, -0.1, -0.1], [-0.1, -0.1, 0.1], [0.0, 0.1, 0.1], [0.0, 0.0, 0.1], [0.0, 0.0, 0.0], [0.0, 0.0, 0.0], [-0.1, -0.1, 0.0], [-0.1, -0.1, 0.0]], "smiles": "Cc1c(OCC(=O)NCCN2CCOCC2)ccc2c3c(c(=O)oc12)CCC3", "lumo_ha": 0.004, "mol_weight_g_mol": 386.45, "relative_energy_kcal_mol": 44.4, "e_homo_ev": -8.357, "spin_multiplicity": 1, "charge": 0}

***

{"formula": "C3H12N2O2", "method": "wB97M-V/def2-TZVPD", "symbols": ["H", "N", "C", "N", "C", "C", "H", "H", "H", "H", "H", "H", "H", "O", "H", "H", "O", "H", "H"], "xyz": [[2.477681, -0.213818, -0.511817], [1.550008, -0.274567, -0.871778], [0.846244, -1.251019, -0.312801], [-0.521840, -1.283757, -0.198829], [-1.269586, -2.122623, 0.841909], [-2.021936, -3.248662, 0.098984], [1.402756, -2.198972, -0.048997], [-0.891790, -0.290004, -0.522204], [-0.465398, -2.381477, 1.640047], [-1.925788, -1.530453, 1.529192], [-2.919985, -2.910069, -0.420896], [-1.394072, -3.478494, -0.730250], [-2.125679, -4.140439, 0.754695], [-1.308995, 3.757294, 0.325576], [-0.668257, 3.178879, -0.035225], [-0.834742, 4.482292, 0.729563], [3.702547, 4.613552, -0.934177], [2.819439, 4.313958, -1.285040], [3.549393, 4.978377, -0.047953]], "atomic_forces_ev_per_a": [[1.0, -0.8, -0.4], [-3.5, -0.9, 1.5], [2.3, 0.5, -0.8], [-0.8, 2.9, -0.4], [1.5, 0.9, 0.5], [0.8, 0.1, 1.0], [-0.9, 0.8, 0.5], [0.6, -2.9, 1.2], [-1.2, -0.5, -1.7], [0.3, 0.1, -1.2], [-0.3, 0.0, 0.8], [0.7, -0.7, -0.5], [-0.4, 0.6, -0.6], [-1.3, 0.7, 0.5], [1.1, -0.9, -0.5], [0.2, 0.1, 0.1], [-1.2, -0.3, -0.3], [1.4, 0.5, 0.7], [-0.1, -0.2, -0.5]], "smiles": "[H]/N=C/NCC.O.O", "lumo_ha": 0.017, "mol_weight_g_mol": 108.14, "relative_energy_kcal_mol": 54.5, "e_homo_ev": -8.719, "spin_multiplicity": 1, "charge": 0}

***

{"formula": "C5H7NO", "method": "wB97M-V/def2-TZVPD", "symbols": ["H", "N", "C", "C", "C", "O", "C", "C", "H", "H", "H", "H", "H", "H"], "xyz": [[-0.396693, 0.594835, -2.204366], [0.260981, 0.993944, -1.534115], [0.702434, 0.100551, -0.755461], [1.682060, 0.418835, 0.293144], [2.259112, -0.490915, 1.073797], [0.391589, -1.246039, -0.843660], [-0.868129, -1.664625, -0.512721], [-1.862736, -0.929674, -0.028674], [1.916930, 1.475983, 0.360824], [2.033681, -1.549027, 0.980762], [2.983162, -0.197514, 1.826477], [-0.949933, -2.733506, -0.689405], [-1.800254, 0.141736, 0.134067], [-2.798344, -1.424403, 0.196374]], "atomic_forces_ev_per_a": [[0.0, 0.0, 0.0], [0.0, -0.4, 0.3], [0.0, 0.3, -0.1], [0.2, -0.1, 0.1], [-0.1, 0.1, -0.1], [0.0, 0.0, -0.1], [-0.2, 0.1, 0.1], [0.1, -0.1, -0.1], [0.0, -0.1, 0.0], [0.0, 0.2, 0.0], [-0.1, 0.0, -0.1], [0.0, 0.2, 0.0], [0.1, -0.2, 0.0], [0.1, 0.0, 0.0]], "smiles": "[H]/N=C(/C=C)OC=C", "lumo_ha": 0.023, "mol_weight_g_mol": 97.12, "relative_energy_kcal_mol": 45.0, "e_homo_ev": -9.392, "spin_multiplicity": 1, "charge": 0}

***

{"formula": "C5H10N2O4", "method": "wB97M-V/def2-TZVPD", "symbols": ["N", "C", "C", "O", "C", "O", "N", "C", "C", "O", "O", "H", "H", "H", "H", "H", "H", "H", "H", "H", "H"], "xyz": [[-1.507441, -2.275937, -1.309996], [-0.652584, -1.355153, -0.610060], [0.704337, -1.277406, -1.418658], [1.804756, -0.721689, -0.738537], [-1.268512, 0.068846, -0.533555], [-2.206821, 0.432236, -1.223604], [-0.836026, 0.994115, 0.491685], [0.429909, 1.042534, 1.130482], [0.567048, 2.456224, 1.750457], [-0.186779, 3.291029, 1.333302], [1.300744, 2.601830, 2.913517], [-1.514266, -1.893887, -2.183103], [-2.397319, -2.060130, -0.884327], [-0.257221, -1.708685, 0.334565], [0.817647, -2.287910, -1.981088], [0.476489, -0.661326, -2.279447], [2.461481, -1.422637, -0.802988], [-1.335269, 1.909628, 0.496285], [1.357541, 0.859529, 0.585408], [0.433704, 0.264879, 1.855445], [1.808582, 1.743910, 3.074216]], "atomic_forces_ev_per_a": [[0.3, -0.6, 3.5], [2.8, 1.0, -0.4], [-2.0, -0.7, -2.0], [0.2, -1.3, -0.2], [-0.1, 2.1, 2.0], [0.7, -1.0, 0.1], [-1.2, -0.9, -2.5], [1.1, 0.7, 0.8], [-1.6, -1.2, 1.0], [1.2, 0.8, 0.7], [0.6, -1.5, -1.3], [-0.7, 0.9, -3.3], [-0.7, -0.5, -0.5], [-0.8, -0.1, 0.7], [0.5, 1.2, 1.7], [0.0, 0.7, -0.3], [0.4, 0.3, 0.3], [0.6, -1.2, -0.4], [-0.4, 0.1, -0.8], [0.3, -0.5, 1.4], [-1.0, 1.6, -0.3]], "smiles": "N[C@@H](CO)C(=O)NCC(=O)O", "lumo_ha": 0.007, "mol_weight_g_mol": 162.14, "relative_energy_kcal_mol": 39.6, "e_homo_ev": -9.571, "spin_multiplicity": 1, "charge": 0}

***

| no. | gap between HOMO and LUMO (eV) |
| --- | --- |
| 1 | 8.11 |
| 2 | 11.35 |
| 3 | 8.47 |
| 4 | 9.19 |
| 5 | 10.02 |
| 6 | 9.77 |